30
Properties=species:S:1:pos:R:3 method="wB97M-V/def2-TZVPD" total_charge=0 lumo_energy_ev="-1.380 / -3.042" total_energy_ev=-113877.4724 multiplicity=4 orbital_gap_ha="0.230 / 0.194" s_squared=3.79 homo_energy_ev="-7.65 / -8.33"
W 2.23 2.02 0.02
S -1.19 3.59 6.37
C -0.44 3.19 4.98
S 1.19 2.58 4.91
C 1.32 2.42 3.19
C 0.17 2.80 2.47
S 0.05 2.77 0.77
S -1.18 3.32 3.41
S 2.74 1.87 2.48
S 4.01 0.57 -0.75
Sb 3.99 2.56 -2.18
S 1.62 2.36 -2.35
S 3.62 3.92 -0.17
C 0.92 -1.24 -1.75
Te 1.21 -0.62 0.27
C -0.93 -0.70 0.36
C -1.33 -1.68 -0.72
C -2.56 -2.31 -0.72
C -2.90 -3.20 -1.72
C -2.00 -3.46 -2.75
C -0.77 -2.83 -2.76
C -0.42 -1.94 -1.75
H 1.73 -1.90 -2.05
H 0.94 -0.35 -2.38
H -1.32 0.30 0.16
H -1.25 -1.02 1.35
H -3.26 -2.11 0.09
H -3.86 -3.70 -1.70
H -2.26 -4.16 -3.53
H -0.06 -3.04 -3.56

***

15
Properties=species:S:1:pos:R:3 method="wB97M-V/def2-TZVPD" total_charge=0 lumo_energy_ev=-0.216 total_energy_ev=-11323.4741 smiles="NC=O.C=O.NO" orbital_gap_ha=0.336 homo_energy_ev=-9.36
N 1.06 -1.83 -0.03
C 0.59 -0.87 -0.85
O 1.18 -0.26 -1.70
H 2.06 -1.84 0.13
H 0.49 -2.13 0.74
H -0.60 -0.82 -0.76
C -2.09 -0.06 0.07
O -1.72 0.02 1.24
H -2.90 -0.74 -0.23
H -1.96 0.80 -0.61
N 0.74 1.99 0.12
O 0.78 0.80 0.92
H 1.46 2.59 0.52
H 1.08 1.71 -0.80
H -0.19 0.65 1.24

***

39
Properties=species:S:1:pos:R:3 method="wB97M-V/def2-TZVPD" total_charge=0 lumo_energy_ev=0.212 total_energy_ev=-47076.6315 smiles="CCNS(=O)(=O)c1ccc(NC(=S)NCc2ccco2)cc1" orbital_gap_ha=0.319 homo_energy_ev=-8.46
C -3.81 0.36 -1.14
C -4.58 -0.72 -1.88
N -3.66 -1.57 -2.62
S -2.65 -2.54 -1.69
O -3.20 -2.76 -0.38
O -2.34 -3.68 -2.50
C -1.19 -1.53 -1.54
C -0.61 -1.02 -2.69
C 0.52 -0.24 -2.59
C 1.10 0.02 -1.34
N 2.25 0.79 -1.30
C 2.76 1.56 -0.29
S 4.34 2.04 -0.39
N 1.93 1.97 0.68
C 2.40 2.56 1.92
C 2.64 1.50 2.95
C 3.79 0.86 3.34
C 3.39 -0.10 4.30
C 2.05 0.02 4.42
O 1.58 0.98 3.61
C 0.53 -0.55 -0.20
C -0.61 -1.32 -0.30
H -3.21 -0.08 -0.35
H -4.51 1.07 -0.70
H -3.15 0.89 -1.83
H -5.27 -0.28 -2.60
H -5.16 -1.32 -1.16
H -4.11 -2.15 -3.31
H -1.07 -1.23 -3.64
H 0.98 0.17 -3.47
H 2.83 0.77 -2.12
H 0.97 1.65 0.67
H 3.33 3.08 1.71
H 1.64 3.26 2.28
H 4.77 1.06 2.98
H 4.03 -0.78 4.82
H 1.33 -0.50 5.03
H 1.01 -0.44 0.77
H -1.07 -1.77 0.56

***

118
Properties=species:S:1:pos:R:3 method="wB97M-V/def2-TZVPD" total_charge=0 lumo_energy_ev=0.259 total_energy_ev=-61927.9193 smiles="COC[C@H](C)N.COC[C@H](C)N.COC[C@H](C)N.COC[C@H](C)N.COC[C@H](C)N.NC(N)=O.NC(N)=O.NC(N)=O.CCO" orbital_gap_ha=0.345 homo_energy_ev=-9.13
C -1.02 -4.81 6.71
O -1.17 -3.50 6.22
C -1.87 -3.35 5.02
C -1.62 -1.96 4.47
C -2.19 -1.76 3.08
N -0.11 -1.71 4.41
H -0.36 -4.73 7.57
H -0.54 -5.44 5.95
H -1.98 -5.25 7.00
H -1.54 -4.09 4.27
H -2.95 -3.48 5.19
H -1.98 -1.21 5.17
H -1.77 -2.44 2.35
H -1.99 -0.72 2.81
H -3.28 -1.86 3.13
H 0.26 -2.62 4.12
H 0.12 -1.71 5.41
C -0.24 1.83 -3.90
O -0.60 2.92 -4.74
C -0.79 2.53 -6.08
C -0.61 3.74 -6.96
C -0.92 3.48 -8.43
N 0.74 4.27 -6.84
H -0.05 2.21 -2.90
H 0.65 1.34 -4.31
H -1.07 1.12 -3.83
H -0.10 1.72 -6.34
H -1.83 2.19 -6.20
H -1.37 4.48 -6.68
H -1.02 4.46 -8.92
H -1.88 2.99 -8.57
H -0.14 2.94 -8.97
H 0.78 5.25 -7.11
H 1.05 4.30 -5.88
C 1.11 -4.99 2.64
O 1.93 -3.99 3.24
C 2.17 -2.93 2.33
C 3.00 -1.86 3.01
C 3.35 -0.77 2.00
N 4.24 -2.45 3.60
H 0.09 -4.61 2.51
H 1.07 -5.81 3.36
H 1.58 -5.30 1.71
H 2.76 -3.34 1.50
H 1.24 -2.52 1.93
H 2.45 -1.45 3.85
H 4.33 -0.97 1.56
H 3.42 0.19 2.52
H 2.61 -0.70 1.21
H 3.97 -3.38 3.91
H 4.89 -2.63 2.83
C -3.06 3.72 0.39
O -2.18 4.51 -0.33
C -1.53 5.47 0.48
C -0.90 6.50 -0.40
C -0.12 7.50 0.45
N -1.94 7.22 -1.15
H -2.56 3.04 1.12
H -3.60 2.98 -0.21
H -3.85 4.19 0.99
H -2.20 5.92 1.22
H -0.75 4.97 1.08
H -0.14 6.05 -1.05
H 0.78 7.07 0.89
H -0.70 7.92 1.28
H 0.20 8.35 -0.15
H -1.50 8.00 -1.63
H -2.26 6.60 -1.89
C 1.33 -2.74 -6.86
O 1.12 -3.45 -5.68
C 2.06 -3.15 -4.68
C 1.95 -4.15 -3.55
C 0.56 -4.20 -2.93
N 2.92 -3.92 -2.50
H 2.35 -2.80 -7.27
H 1.11 -1.67 -6.73
H 0.64 -3.14 -7.61
H 3.08 -3.22 -5.12
H 2.08 -2.11 -4.32
H 2.09 -5.15 -3.98
H -0.17 -4.29 -3.74
H 0.22 -3.30 -2.42
H 0.55 -5.05 -2.26
H 2.58 -3.34 -1.75
H 3.84 -3.62 -2.79
N -1.47 -5.22 0.00
C -2.45 -4.39 -0.47
N -3.64 -4.46 0.23
O -2.29 -3.48 -1.27
H -0.53 -5.23 -0.32
H -1.79 -6.00 0.55
H -3.77 -5.07 1.02
H -4.31 -3.77 -0.07
N 1.34 3.27 1.92
C 2.25 3.14 2.94
N 3.56 2.96 2.57
O 1.89 3.06 4.11
H 0.39 3.29 2.25
H 1.63 3.22 0.96
H 3.93 3.20 1.67
H 4.17 2.85 3.36
N -1.23 3.36 4.68
C -1.54 2.09 4.23
N -0.45 1.31 3.97
O -2.69 1.74 4.04
H -1.99 3.88 5.08
H -0.30 3.69 4.84
H -0.60 0.32 3.90
H 0.47 1.72 4.02
C -0.67 0.99 0.16
C -0.52 -0.49 0.01
O -0.34 -0.88 -1.34
H 0.13 1.55 -0.35
H -0.61 1.40 1.17
H -1.59 1.30 -0.33
H -1.45 -0.97 0.36
H 0.22 -0.90 0.71
H -0.62 -1.80 -1.42

***

89
Properties=species:S:1:pos:R:3 method="wB97M-V/def2-TZVPD" total_charge=+3 lumo_energy_ev=-10.014 total_energy_ev=-55645.7892 orbital_gap_ha=0.210 homo_energy_ev=-15.74
Ba 2.50 0.92 -3.84
Ba 1.09 3.47 -0.60
C 0.69 -0.12 -0.30
O 0.28 0.77 0.69
O 1.14 0.77 -1.28
C 1.65 -1.30 0.16
F 2.91 -0.89 0.40
F 1.36 -2.02 1.24
F 1.77 -2.24 -0.82
C -0.35 0.35 1.88
C -0.88 1.59 2.62
H -0.16 2.29 3.05
H -1.58 2.16 2.02
H -1.52 1.25 3.43
H 0.42 -0.05 2.55
H -1.10 -0.42 1.71
H -0.21 -0.61 -0.67
C 5.62 -1.32 2.70
O 6.81 -1.00 2.09
H 5.86 -2.16 3.36
H 5.32 -0.52 3.37
H 4.85 -1.75 2.07
H 6.79 -0.08 1.81
C 0.56 -4.23 -4.68
O 0.99 -3.31 -3.79
H 1.38 -4.59 -5.31
H -0.01 -5.01 -4.17
H -0.05 -3.73 -5.43
H 1.12 -3.73 -2.93
C -2.49 3.70 4.73
O -2.88 4.20 3.49
H -3.10 4.30 5.41
H -2.53 2.63 4.93
H -1.46 4.00 4.92
H -3.41 4.99 3.54
C -3.41 -0.97 -0.77
O -4.32 0.00 -1.35
H -2.61 -1.28 -1.43
H -3.06 -0.92 0.26
H -4.06 -1.83 -0.61
H -4.72 0.40 -0.58
C -4.79 1.58 2.12
O -5.54 0.99 1.13
H -5.35 1.99 2.96
H -4.08 0.88 2.56
H -4.19 2.40 1.73
H -6.10 0.37 1.59
C -1.56 -3.47 1.16
O -2.89 -3.28 1.55
H -1.45 -3.19 0.11
H -0.88 -2.81 1.71
H -1.14 -4.46 1.33
H -2.89 -3.31 2.51
C -1.98 5.60 0.62
O -1.19 4.45 1.00
H -2.27 6.31 1.39
H -1.47 6.07 -0.22
H -2.95 5.25 0.28
H -1.45 4.19 1.89
C 5.31 -1.76 -2.58
O 4.00 -1.33 -2.67
H 5.85 -1.40 -1.71
H 5.20 -2.84 -2.51
H 5.79 -1.58 -3.54
H 3.48 -1.89 -2.08
C -1.04 -0.71 -4.69
O -0.24 0.34 -4.20
H -1.09 -1.58 -4.03
H -2.02 -0.28 -4.87
H -0.71 -1.23 -5.59
H -0.45 0.57 -3.29
C 3.05 2.23 2.11
O 1.98 3.12 1.95
H 4.04 2.65 1.89
H 3.04 1.97 3.17
H 2.85 1.35 1.50
H 1.89 3.72 2.70
C 2.97 -5.26 -1.58
O 1.60 -5.04 -1.61
H 3.36 -6.25 -1.32
H 3.33 -4.97 -2.56
H 3.39 -4.54 -0.87
H 1.13 -5.81 -1.95
C -2.41 2.51 -1.78
O -1.47 3.52 -1.84
H -3.12 2.65 -2.60
H -1.95 1.52 -1.70
H -2.98 2.72 -0.88
H -1.80 4.37 -2.15